Here is the ion C4H9O2 with charge -1 in a non-equilibrium geometry from the Open Molecules 2025 dataset. Energies are from wB97M-V/def2-TZVPD.

Geometry (Å):
O (0.739, 2.317, -0.708)
C (1.164, 1.761, 0.422)
C (0.373, 0.420, 0.823)
C (-0.002, -0.350, -0.424)
C (-0.936, -1.518, -0.175)
O (-1.846, -1.786, -1.252)
H (1.019, 2.408, 1.324)
H (2.238, 1.430, 0.407)
H (-0.545, 0.721, 1.348)
H (0.939, -0.155, 1.542)
H (0.903, -0.635, -0.970)
H (-0.501, 0.373, -1.079)
H (-0.406, -2.466, -0.004)
H (-1.524, -1.330, 0.716)
H (-1.614, -1.189, -1.971)

Properties
- total charge = -1
- largest force on an atom (eV/Å) = 1.16
- 2S+1 = 1
- lowest unoccupied orbital energy (eV) = 3.8764
- energy relative to the best compared isomer or geometry (same formula, charge and spin) (kcal per mole) = 53.9
- SMILES = [O-]CCCCO

These are the natural (NBO) partial charges, in e, on atoms 1 to 6: -0.947, 0.014, -0.435, -0.460, -0.050, -0.750


Here is the molecule C5H8N2 from the Open Molecules 2025 dataset. Energies are from wB97M-V/def2-TZVPD.

Geometry (Å):
C (-0.552, -2.221, 0.769)
C (0.163, -1.017, 0.243)
C (1.366, -0.390, 0.662)
N (1.488, 0.834, 0.169)
N (0.410, 0.997, -0.617)
C (-0.131, 2.323, -0.813)
C (-0.396, -0.094, -0.601)
H (0.102, -2.924, 1.284)
H (-1.087, -2.752, -0.024)
H (-1.307, -1.880, 1.486)
H (2.147, -0.782, 1.304)
H (-0.729, 2.344, -1.726)
H (0.679, 3.046, -0.871)
H (-0.775, 2.571, 0.037)
H (-1.318, -0.119, -1.168)

Properties
- largest force on an atom (eV/Å) = 0.28
- 2S+1 = 1
- lowest unoccupied orbital energy (eV) = 1.0000
- energy relative to the best compared isomer or geometry (same formula, charge and spin) (kcal per mole) = 18.5
- SMILES = Cc1cnn(C)c1

These are the natural (NBO) partial charges, in e, on atoms 1 to 6: -0.624, -0.134, -0.054, -0.262, -0.173, -0.401


Here is a cluster of 2 separate species, C4H11N3O2 in total in a non-equilibrium geometry from the Open Molecules 2025 dataset. Energies are from wB97M-V/def2-TZVPD.

Geometry (Å):
N (-2.272, -1.276, -0.844)
C (-1.613, -0.635, 0.182)
N (-1.263, -1.388, 1.281)
N (-1.243, 0.593, 0.168)
O (-1.589, 1.296, -1.023)
H (-2.864, -2.049, -0.582)
H (-2.672, -0.639, -1.517)
H (-1.161, -2.374, 1.086)
H (-0.431, -0.977, 1.759)
H (-1.037, 2.088, -0.945)
C (1.648, 0.016, 1.292)
C (1.517, 0.757, 0.187)
C (1.817, 0.274, -1.196)
O (1.125, 2.057, 0.203)
H (2.096, -0.961, 1.244)
H (1.507, 0.450, 2.269)
H (0.882, 0.101, -1.725)
H (2.368, 1.038, -1.740)
H (2.384, -0.650, -1.183)
H (0.802, 2.280, 1.085)

Properties
- largest force on an atom (eV/Å) = 1.32
- 2S+1 = 1
- lowest unoccupied orbital energy (eV) = 0.8838
- energy relative to the best compared isomer or geometry (same formula, charge and spin) (kcal per mole) = 64.7
- SMILES = NC(N)=NO.C=C(C)O

These are the natural (NBO) partial charges, in e, on atoms 1 to 6: -0.840, 0.517, -0.826, -0.302, -0.618, 0.385


Here is a structure of composition C35H30F2N8ORh from the Open Molecules 2025 dataset. Energies are from wB97M-V/def2-TZVPD.

Geometry (Å):
Rh (0.567, 0.592, -1.218)
C (-1.561, 1.792, -4.727)
C (-2.611, 2.603, -4.299)
C (-2.687, 2.920, -2.972)
C (-1.739, 2.430, -2.052)
N (-0.761, 1.592, -2.464)
C (-0.681, 1.322, -3.792)
N (-1.899, 2.905, -0.780)
C (-1.150, 2.615, 0.218)
N (-0.089, 1.742, 0.282)
C (0.331, 1.652, 1.589)
N (1.214, 0.888, 2.104)
C (1.937, -0.064, 1.434)
C (2.861, -0.738, 2.256)
C (3.690, -1.700, 1.752)
C (3.591, -2.003, 0.397)
C (2.672, -1.325, -0.357)
N (1.837, -0.370, 0.120)
C (-0.459, 2.588, 2.406)
C (-0.422, 2.880, 3.756)
C (-1.354, 3.795, 4.230)
C (-2.289, 4.382, 3.378)
C (-2.322, 4.078, 2.023)
C (-1.385, 3.174, 1.559)
H (-1.421, 1.533, -5.766)
H (-3.339, 2.988, -5.001)
H (-3.453, 3.568, -2.576)
H (0.147, 0.711, -4.101)
H (2.887, -0.439, 3.294)
H (4.409, -2.201, 2.386)
H (4.220, -2.745, -0.074)
H (2.602, -1.540, -1.404)
H (0.304, 2.413, 4.408)
H (-1.358, 4.061, 5.279)
H (-3.000, 5.090, 3.785)
H (-3.047, 4.524, 1.356)
F (4.712, 3.408, -2.879)
C (3.966, 2.312, -3.039)
C (2.873, 2.128, -2.204)
C (2.112, 0.991, -2.374)
C (2.429, 0.053, -3.371)
C (3.537, 0.297, -4.173)
F (3.859, -0.589, -5.129)
C (4.324, 1.418, -4.029)
C (1.539, -1.102, -3.427)
C (1.547, -2.186, -4.296)
C (0.591, -3.175, -4.133)
C (-0.347, -3.081, -3.115)
C (-0.311, -1.981, -2.280)
N (0.608, -1.027, -2.453)
H (2.646, 2.868, -1.448)
H (5.183, 1.593, -4.661)
H (2.293, -2.240, -5.073)
H (0.581, -4.026, -4.802)
H (-1.096, -3.844, -2.963)
H (-0.982, -1.849, -1.436)
C (0.182, -3.528, 1.643)
N (-0.881, -2.913, 2.406)
C (-1.102, -3.429, 3.747)
C (-2.512, -3.119, 4.201)
C (-2.752, -1.632, 4.062)
N (-2.429, -1.188, 2.716)
C (-2.984, 0.090, 2.314)
C (-1.481, -1.778, 1.934)
O (-1.184, -1.304, 0.831)
H (0.024, -4.607, 1.590)
H (1.159, -3.345, 2.102)
H (0.190, -3.115, 0.639)
H (-0.374, -3.001, 4.448)
H (-0.929, -4.506, 3.725)
H (-2.654, -3.430, 5.236)
H (-3.226, -3.667, 3.583)
H (-2.159, -1.076, 4.799)
H (-3.800, -1.392, 4.251)
H (-4.069, 0.074, 2.433)
H (-2.743, 0.274, 1.271)
H (-2.582, 0.906, 2.924)

Properties
- total charge = +1
- largest force on an atom (eV/Å) = 0.88
- 2S+1 = 1
- lowest unoccupied orbital energy (eV) = -3.2253
- energy relative to the best compared isomer or geometry (same formula, charge and spin) (kcal per mole) = 7.9

These are the Löwdin partial charges, in e, on atoms 1 to 6: 1.168, -0.041, -0.040, 0.006, -0.288, 0.022


Here is a structure of composition C35H38N5PS3SbSe4W in a non-equilibrium geometry from the Open Molecules 2025 dataset. Energies are from wB97M-V/def2-TZVPD.

Geometry (Å):
W (-0.186, -0.081, 0.467)
C (-3.822, 0.627, -0.691)
N (-2.493, 0.783, -1.304)
C (-2.465, 2.059, -2.023)
C (-2.719, 3.268, -1.130)
N (-1.732, 3.425, -0.059)
C (-2.344, 4.056, 1.097)
C (-0.581, 4.138, -0.535)
C (-0.514, 5.523, -0.586)
C (0.598, 6.161, -1.101)
C (1.659, 5.424, -1.599)
C (1.621, 4.047, -1.544)
C (0.514, 3.416, -0.996)
S (0.520, 1.668, -0.937)
C (-2.227, -0.361, -2.167)
C (-1.976, -0.284, -3.529)
C (-1.700, -1.434, -4.260)
C (-1.794, -2.684, -3.668)
C (-2.073, -2.782, -2.308)
C (-2.209, -1.627, -1.552)
S (-2.016, -1.692, 0.242)
H (-4.617, 0.932, -1.383)
H (-3.883, 1.230, 0.216)
H (-4.012, -0.411, -0.424)
H (-3.239, 2.067, -2.806)
H (-1.491, 2.172, -2.508)
H (-3.707, 3.193, -0.672)
H (-2.730, 4.158, -1.778)
H (-2.932, 4.946, 0.839)
H (-3.007, 3.340, 1.586)
H (-1.567, 4.347, 1.800)
H (-1.351, 6.108, -0.233)
H (0.624, 7.239, -1.121)
H (2.515, 5.919, -2.030)
H (2.439, 3.449, -1.916)
H (-1.911, 0.675, -4.020)
H (-1.372, -1.357, -5.290)
H (-1.525, -3.583, -4.228)
H (-2.050, -3.744, -1.810)
N (0.566, -2.339, 1.829)
N (-0.482, -1.648, 2.571)
C (-0.097, -0.237, 2.820)
N (-0.039, -0.079, 4.238)
S (-1.541, 0.900, 2.058)
H (0.135, -3.121, 1.302)
H (1.290, -2.742, 2.433)
H (-0.753, -2.156, 3.421)
H (-0.871, -0.406, 4.729)
H (0.155, 0.870, 4.537)
Se (3.967, -2.862, -2.325)
Sb (1.596, -2.518, -2.845)
Se (0.746, -1.191, -1.049)
Se (0.832, -4.841, -2.696)
Se (2.265, -3.943, -5.108)
C (3.932, -0.945, 5.530)
C (3.933, -1.781, 4.425)
C (3.365, -1.360, 3.236)
C (2.797, -0.092, 3.148)
C (2.828, 0.753, 4.248)
C (3.389, 0.324, 5.436)
P (2.190, 0.444, 1.501)
C (2.015, 2.263, 1.768)
C (2.897, 3.147, 1.146)
C (2.790, 4.510, 1.349)
C (1.805, 5.025, 2.172)
C (0.915, 4.162, 2.787)
C (1.013, 2.800, 2.578)
C (3.887, 0.485, 0.753)
C (4.982, 0.812, 1.563)
C (6.257, 0.777, 1.041)
C (6.462, 0.416, -0.285)
C (5.387, 0.112, -1.098)
C (4.103, 0.161, -0.577)
H (4.375, -1.275, 6.457)
H (4.395, -2.755, 4.485)
H (3.404, -1.997, 2.359)
H (2.445, 1.762, 4.183)
H (3.410, 1.001, 6.278)
H (3.676, 2.765, 0.503)
H (3.485, 5.167, 0.849)
H (1.732, 6.088, 2.341)
H (0.136, 4.538, 3.437)
H (0.292, 2.160, 3.065)
H (4.834, 1.103, 2.597)
H (7.092, 1.030, 1.680)
H (7.465, 0.366, -0.681)
H (5.529, -0.204, -2.122)
H (3.256, -0.051, -1.221)

Properties
- total charge = -1
- largest force on an atom (eV/Å) = 6.46
- 2S+1 = 1
- lowest unoccupied orbital energy (alpha / beta) (eV) = 1.0237 / 1.0088
- energy relative to the best compared isomer or geometry (same formula, charge and spin) (kcal per mole) = 116.5

These are the Löwdin partial charges, in e, on atoms 1 to 6: 0.547, -0.115, -0.192, -0.216, -0.169, -0.165